ORCA calculation (ωB97M-V with the def2-TZVPD basis set) on C4H7LuO3 as an isolated structure.

frontier orbital gap (alpha / beta) = 6.5 / 7.9 eV
charge = +2
HOMO energy (alpha / beta) = -16.136 / -17.789 eV

Cartesian coordinates (Å):
C1 -1.154221 -0.020871 0.547310
C2 -0.727776 -1.168039 1.429470
H1 -2.216009 0.219911 0.676439
H2 -0.571198 0.887402 0.732187
H3 -1.246929 -2.092980 1.145261
H4 -0.978757 -0.926081 2.471297
H5 0.355651 -1.329525 1.354189
O1 -0.273923 -0.054568 -2.840143
Lu1 -2.102765 -1.099013 -2.747670
O2 -0.973231 -0.351945 -0.850258
C3 0.045015 0.190129 -1.649763
O3 1.821419 0.993502 -1.021107
C4 2.575184 1.262140 0.022110
H6 3.418162 1.942219 -0.213443
H7 2.029379 1.547721 0.944121

Cartesian forces, eV/Å:
0.019 0.456 1.617
0.164 -0.094 -0.096
0.247 -0.033 -0.212
-0.171 -0.147 -0.077
0.106 0.192 0.192
0.069 -0.110 -0.291
-0.270 -0.042 0.089
1.775 0.647 0.755
-0.046 -0.017 0.290
0.565 0.085 -1.477
-3.366 -1.209 -0.641
4.405 0.208 3.520
-4.740 2.935 -4.057
0.646 -1.377 0.041
0.595 -1.496 0.345